1.
DFT (ωB97M-V with the def2-TZVPD basis set) results for a structure of composition C8H13BaClO4.

Positions of all 27 atoms, in Å:
C 1.04 -1.53 -1.17
C 0.32 1.73 -0.49
C -0.37 -1.42 -0.73
H 1.16 -2.04 -2.15
C -0.97 1.58 -0.19
H 0.91 2.49 0.07
H -0.73 -2.23 -0.08
H -1.43 2.22 0.58
C -1.41 -0.71 -1.46
H -2.31 -1.35 -1.46
H -1.15 -0.55 -2.52
C 1.87 -0.20 -1.29
H 2.61 -0.36 -2.07
H 2.54 -0.02 -0.42
C 1.09 1.09 -1.63
H 0.44 0.92 -2.50
H 1.85 1.83 -1.94
C -1.94 0.67 -0.89
H -2.42 1.20 -1.73
H -2.76 0.46 -0.18
Ba 1.14 -0.59 1.72
H 1.56 -2.23 -0.47
O 0.77 -1.07 4.85
Cl -0.24 -0.19 4.26
O -1.22 0.28 5.20
O 0.50 0.95 3.58
O -0.87 -0.95 3.12

Properties
Electronic energy = -1098.9344 hartree
Energy relative to the best compared isomer or geometry (same formula, charge and spin) = 0.00 kJ/mol
HOMO level = -5.589 eV



2.
DFT (ωB97M-V with the def2-TZVPD basis set) results for a cluster of 9 separate species, C12H42N16O11P in total.

Positions of all 82 atoms, in Å:
O -1.78 1.52 -0.60
C -2.63 1.13 0.16
C -3.65 2.04 0.81
C -4.14 1.73 2.25
C -4.16 0.21 2.63
O -3.45 0.04 3.82
P -2.16 1.24 3.92
O -3.33 2.36 3.19
H -2.72 0.05 0.38
H -4.50 2.09 0.11
H -3.20 3.04 0.83
H -5.17 2.11 2.34
H -5.21 -0.10 2.82
H -3.81 -0.44 1.83
H -1.23 0.28 4.50
H -2.62 1.63 5.22
H -1.13 2.26 3.88
H -1.74 0.81 2.57
C -1.97 -2.92 2.26
O -2.74 -2.23 1.60
N -1.56 -4.15 1.81
N -1.48 -2.47 3.43
H -0.91 -4.75 2.28
H -1.96 -4.44 0.93
H -1.79 -1.55 3.72
H -0.82 -2.98 3.99
C 2.05 1.68 3.03
O 1.72 0.69 2.42
N 2.89 1.61 4.12
N 1.64 2.94 2.71
H 3.19 2.42 4.63
H 3.17 0.69 4.41
H 0.96 3.01 1.98
H 1.90 3.75 3.24
C -1.97 -2.72 -2.51
O -1.69 -3.25 -3.60
N -1.51 -1.50 -2.18
N -2.74 -3.34 -1.59
H -1.71 -1.07 -1.29
H -0.81 -1.08 -2.78
H -3.08 -4.27 -1.77
H -2.90 -2.87 -0.71
C 1.18 -1.25 -4.51
O 0.63 -0.66 -3.58
N 0.61 -2.34 -5.10
N 2.38 -0.81 -4.97
H 1.04 -2.82 -5.86
H -0.28 -2.64 -4.72
H 2.76 -0.01 -4.48
H 2.88 -1.23 -5.73
C -1.76 -6.70 -2.62
O -2.76 -6.27 -2.04
N -1.42 -8.02 -2.52
N -0.93 -5.93 -3.37
H -0.61 -8.41 -2.97
H -2.01 -8.61 -1.96
H -1.15 -4.94 -3.49
H -0.12 -6.32 -3.82
C 5.39 4.45 5.67
O 4.23 4.63 5.36
N 6.39 5.30 5.28
N 5.80 3.38 6.41
H 7.35 5.17 5.51
H 6.12 6.09 4.72
H 5.09 2.74 6.72
H 6.75 3.21 6.66
C -0.85 2.85 -4.66
O -1.30 3.97 -4.85
N -0.75 2.25 -3.45
N -0.35 2.09 -5.69
H -0.35 1.34 -3.35
H -1.09 2.73 -2.64
H -0.41 2.47 -6.62
H 0.00 1.16 -5.55
C 3.48 2.11 -2.68
O 3.81 1.09 -3.28
N 4.03 2.45 -1.48
N 2.53 2.95 -3.16
H 3.73 3.24 -0.95
H 4.68 1.80 -1.08
H 2.05 2.69 -4.01
H 2.20 3.75 -2.65

Properties
Electronic energy = -2527.8874 hartree
Charge = -1
HOMO level = -4.210 eV



3.
DFT (ωB97M-V with the def2-TZVPD basis set) results for a structure of composition C24H27AsBiCl2O2P.

Positions of all 58 atoms, in Å:
C -0.06 -4.52 -5.79
C 0.10 -3.80 -4.48
H -1.12 -4.66 -5.96
H 0.42 -5.50 -5.75
H 0.36 -3.92 -6.60
O -0.74 -3.40 -3.72
Cl 1.82 -3.54 -4.12
Bi 0.07 -0.43 -1.27
P -0.02 1.84 -2.72
C -1.46 3.00 -2.66
C 1.50 2.87 -2.57
H 0.87 0.44 -4.49
H 0.11 1.96 -5.14
H -0.92 0.57 -4.59
C 0.01 1.13 -4.41
H 2.38 2.20 -2.62
H 1.50 3.59 -3.41
H -1.32 3.74 -3.48
H -1.48 3.49 -1.67
H 1.47 3.40 -1.60
H -2.39 2.41 -2.82
C -2.03 0.77 -0.23
O -2.96 1.38 0.10
Cl 2.54 -0.81 -2.33
C -0.90 4.49 2.62
C 0.27 4.16 1.92
C 0.59 2.82 1.67
C -0.29 1.83 2.15
C -1.49 2.15 2.78
C -1.79 3.49 3.03
As -0.04 -0.06 1.55
C 1.86 -0.46 2.16
C 2.85 -0.62 1.18
C 4.12 -1.10 1.53
C 4.43 -1.34 2.88
C 3.46 -1.09 3.88
C 2.17 -0.64 3.52
C -1.55 -1.38 2.13
C -1.07 -2.58 2.67
C -1.97 -3.64 2.92
C -3.33 -3.52 2.56
C -3.78 -2.33 1.97
C -2.89 -1.26 1.78
H -1.12 5.54 2.83
H 0.96 4.95 1.57
H 1.48 2.53 1.09
H -2.17 1.34 3.08
H -2.72 3.75 3.55
H 2.63 -0.43 0.11
H 4.87 -1.29 0.75
H 5.42 -1.72 3.16
H 3.71 -1.26 4.94
H 1.41 -0.45 4.29
H -0.01 -2.67 2.90
H -1.61 -4.55 3.40
H -4.03 -4.34 2.75
H -4.83 -2.19 1.66
H -3.27 -0.34 1.36

Properties
Electronic energy = -4792.7480 hartree
Charge = +2
Energy relative to the best compared isomer or geometry (same formula, charge and spin) = 0.00 kJ/mol
HOMO level = -14.700 eV



4.
DFT (ωB97M-V with the def2-TZVPD basis set) results for a cluster of 13 separate species, C43H82N4O17S8 in total.

Positions of all 154 atoms, in Å:
C -0.40 28.16 0.54
C -0.76 29.03 -0.63
O -1.79 29.62 -0.81
C 0.37 29.29 -1.65
H -1.24 28.06 1.22
H 0.44 28.58 1.09
H -0.19 27.23 0.01
H 1.29 29.59 -1.15
H 0.17 30.09 -2.36
H 0.61 28.43 -2.28
C 3.15 24.56 17.56
C 2.67 24.90 16.24
N 2.28 25.15 15.20
H 4.02 25.13 17.89
H 3.25 23.48 17.69
H 2.40 24.94 18.25
C -2.38 30.13 11.63
C -3.78 29.67 11.76
N -4.88 29.33 11.92
H -2.31 30.84 10.82
H -1.76 29.25 11.44
H -2.06 30.51 12.60
C 4.24 35.63 -0.90
C 3.95 34.56 0.07
N 3.69 33.72 0.82
H 3.30 36.06 -1.26
H 4.70 35.17 -1.76
H 4.97 36.35 -0.53
C -3.70 32.33 5.14
C -5.19 32.47 5.29
N -6.33 32.54 5.34
H -3.46 31.69 4.30
H -3.24 31.88 6.02
H -3.30 33.32 4.92
C 1.32 19.75 3.81
C 0.20 20.80 4.08
C 0.82 21.99 4.81
S 2.28 21.36 5.73
O 1.89 21.23 7.15
O 3.47 22.04 5.26
C 2.24 19.66 5.01
H 1.85 19.97 2.88
H 0.86 18.82 3.49
H -0.59 20.29 4.64
H -0.25 21.12 3.15
H 0.17 22.56 5.47
H 1.34 22.54 4.02
H 1.66 19.04 5.70
H 3.25 19.27 4.91
C 6.37 29.30 8.05
C 6.03 28.02 8.85
C 4.56 28.06 9.11
S 3.74 28.96 7.64
O 3.03 30.13 8.18
O 3.07 27.93 6.82
C 5.33 29.48 6.88
H 7.40 29.40 7.71
H 6.29 30.10 8.77
H 6.47 27.95 9.84
H 6.39 27.19 8.25
H 4.43 28.73 9.96
H 4.12 27.07 9.21
H 5.30 30.49 6.46
H 5.48 28.74 6.10
C 6.97 28.37 -0.69
C 7.01 26.86 -0.62
C 7.59 26.56 0.77
S 8.98 27.70 1.01
O 10.17 27.13 0.43
O 9.11 28.26 2.34
C 8.30 29.02 -0.09
H 6.13 28.61 -0.05
H 6.80 28.64 -1.74
H 7.61 26.28 -1.32
H 5.98 26.53 -0.67
H 7.81 25.52 0.99
H 6.90 26.89 1.55
H 9.07 29.36 -0.78
H 8.09 29.84 0.60
C 10.57 35.96 10.97
C 10.33 34.50 10.57
C 11.71 33.79 10.77
S 12.24 34.47 12.38
O 13.59 35.01 12.23
O 11.83 33.57 13.49
C 11.09 35.94 12.40
H 9.60 36.43 10.82
H 11.23 36.49 10.28
H 9.97 34.45 9.54
H 9.66 34.04 11.30
H 12.44 34.19 10.07
H 11.82 32.71 10.69
H 11.69 36.82 12.60
H 10.33 35.79 13.17
C 10.83 34.59 3.44
C 10.57 36.03 3.81
C 10.53 36.93 2.55
S 11.03 35.80 1.13
O 12.08 36.48 0.41
O 9.88 35.20 0.46
C 11.78 34.60 2.21
H 9.93 34.03 3.21
H 11.35 34.14 4.29
H 11.12 36.54 4.60
H 9.60 35.90 4.30
H 11.35 37.64 2.63
H 9.63 37.49 2.30
H 12.77 34.97 2.48
H 11.94 33.69 1.63
C 0.49 37.50 6.94
C 0.96 38.98 6.86
C 2.45 38.93 6.98
S 3.05 37.53 6.04
O 4.00 36.74 6.81
O 3.42 38.00 4.71
C 1.40 36.73 5.99
H -0.58 37.36 6.76
H 0.60 37.11 7.95
H 0.48 39.72 7.50
H 0.59 39.28 5.87
H 2.68 38.78 8.03
H 2.97 39.82 6.61
H 1.44 35.65 6.13
H 1.13 36.74 4.94
C 7.76 21.48 13.25
C 8.44 20.13 13.45
C 7.27 19.18 13.75
S 5.92 19.66 12.59
O 4.55 19.62 13.23
O 6.09 18.88 11.37
C 6.50 21.39 12.32
H 8.47 22.14 12.75
H 7.42 21.91 14.20
H 9.14 20.07 14.29
H 9.01 19.76 12.60
H 6.89 19.41 14.74
H 7.45 18.11 13.69
H 5.69 22.01 12.71
H 6.58 21.56 11.24
C 1.73 33.97 15.14
C 2.52 33.37 14.01
C 2.58 34.41 12.84
S 2.69 36.02 13.60
O 1.78 37.02 13.09
O 4.09 36.45 13.76
C 2.07 35.46 15.26
H 1.83 33.51 16.12
H 0.67 34.00 14.86
H 2.09 32.41 13.71
H 3.52 33.25 14.44
H 1.56 34.30 12.47
H 3.22 34.33 11.97
H 1.20 36.06 15.49
H 2.77 35.84 16.00

Properties
Electronic energy = -6370.9345 hartree
HOMO level = -9.671 eV



Number 1: frontier orbital gap 4.871 eV, largest force on an atom 3.0 eV/Å. Number 2: frontier orbital gap 5.966 eV, largest force on an atom 0.9 eV/Å. Number 3: frontier orbital gap 6.856 eV, largest force on an atom 6.0 eV/Å. Number 4: frontier orbital gap 9.513 eV, largest force on an atom 3.8 eV/Å.